Entry 1:
Density functional theory data (ωB97M-V/def2-TZVPD) for C16H29N5O2P2Se5TeTl as an isolated structure.

Geometry as ORCA input:
```
! wB97M-V def2-TZVPD RIJCOSX def2/J DEFGRID3
* xyz -1 1
Tl -0.83432 -0.60943 0.22615
O -3.29539 1.63445 5.47988
C -2.30342 2.15996 4.62114
C -2.09676 1.35913 3.31879
C -3.37586 1.43596 2.48333
O -4.46558 0.76503 3.12428
C -1.74679 -0.09005 3.70647
Se -2.09231 -1.52201 2.40090
C -0.91249 2.04160 2.60660
Se -0.77999 1.99536 0.65029
H -4.01131 1.31694 4.90357
H -1.36707 2.18458 5.18954
H -2.54462 3.19728 4.34386
H -3.21640 1.00856 1.49336
H -3.67423 2.47914 2.34952
H -4.31669 -0.17827 2.95022
H -2.32732 -0.37591 4.58288
H -0.69598 -0.12372 4.00181
H 0.01244 1.62771 3.01306
H -0.90638 3.11005 2.83953
C 2.48670 -1.25006 3.06700
P 2.04542 -0.40179 1.50413
C 2.79416 1.25316 1.77202
C 3.23305 -1.12217 0.29681
C 4.29526 -1.92553 0.71200
C 5.15818 -2.50905 -0.20194
C 4.97634 -2.28720 -1.55777
C 3.93138 -1.48298 -1.98083
C 3.04787 -0.90222 -1.07480
P 1.67138 0.16224 -1.67270
C 2.64785 1.60382 -2.26377
C 1.20821 -0.63148 -3.25650
H 2.31665 -2.32141 2.95271
H 1.79611 -0.89224 3.83288
H 3.50959 -1.07121 3.40536
H 3.88113 1.20114 1.85916
H 2.37659 1.68517 2.68339
H 2.51180 1.90591 0.94592
H 4.44701 -2.11814 1.76530
H 5.96688 -3.13936 0.14685
H 5.64066 -2.74216 -2.28228
H 3.78887 -1.32048 -3.04242
H 3.51112 1.29487 -2.85772
H 2.99249 2.19376 -1.41418
H 1.98323 2.22462 -2.86560
H 1.95498 -0.50296 -4.04306
H 0.26430 -0.19204 -3.58366
H 1.03291 -1.69311 -3.07456
Se -2.65685 -0.72778 -1.73301
Se -3.33943 -2.89269 -1.14008
Te -1.22228 -4.05918 -1.82271
Se 0.33855 -3.02320 -0.17427
N -3.84860 2.58800 -1.52354
N -2.61859 3.07071 -1.93325
N -2.28631 4.33239 -1.79969
C -1.02082 4.29875 -2.19612
N -0.61737 3.06846 -2.53357
N -1.66376 2.29640 -2.37161
H -4.54960 2.91766 -2.17943
H -3.78910 1.56760 -1.54697
H -0.39212 5.17014 -2.22848
*
```

Results
Orbital gap, eV: 6.750
LUMO level, eV: 2.301

These are the Löwdin partial charges, in e, on atoms 1 to 5:
1. Tl -0.357
2. O -0.071
3. C -0.232
4. C -0.563
5. C -0.257


Entry 2:
Density functional theory data (ωB97M-V/def2-TZVPD) for C16H29N7S2V as an isolated structure.

Geometry as ORCA input:
```
! wB97M-V def2-TZVPD RIJCOSX def2/J DEFGRID3
* xyz 2 2
V -0.10800 0.11836 1.26391
N 1.74103 0.84407 2.36866
C 1.52934 0.96026 3.83275
C 0.67444 -0.20712 4.27544
N -0.54769 -0.19324 3.43934
H 2.50970 0.20079 2.19661
H 2.04360 1.73897 1.99405
H 1.00050 1.89665 4.02091
H 2.46936 0.99967 4.38268
H 0.44817 -0.15379 5.34058
H 1.19643 -1.14807 4.08975
H -1.13841 0.58626 3.72906
H -1.11895 -1.01562 3.62029
C 2.47932 3.06689 -2.20679
N 2.81249 1.72012 -1.74439
C 4.03632 1.10735 -1.92346
C 3.96951 -0.09761 -1.34375
N 2.68596 -0.23510 -0.79909
C 1.98979 0.92334 -1.04912
S 0.38586 1.38694 -0.63698
C 2.23266 -1.45700 -0.21869
C 2.98615 -2.61715 -0.39330
C 2.54701 -3.79367 0.18051
C 1.35591 -3.81021 0.89675
C 0.66810 -2.62638 1.00392
N 1.09885 -1.46409 0.47577
H 3.22325 3.36318 -2.93992
H 2.48505 3.75960 -1.36766
H 1.49537 3.05727 -2.66581
H 4.84761 1.58922 -2.43993
H 4.72908 -0.84890 -1.26418
H 3.88959 -2.63201 -0.97894
H 3.12686 -4.69770 0.05221
H 0.96836 -4.71396 1.34320
H -0.28589 -2.57969 1.52023
C -3.04084 2.51528 -0.03274
N -3.01921 1.42723 -1.00656
C -2.82650 1.85979 -2.39300
C -2.93728 0.14600 -0.64207
S -2.45496 -0.28132 0.98004
N -3.27574 -0.81134 -1.50892
C -2.90800 -2.20699 -1.28439
C -4.31542 -0.61092 -2.52562
H -3.58592 3.34791 -0.47360
H -2.02710 2.84610 0.20709
H -3.54360 2.20297 0.87601
H -2.12584 2.69424 -2.38291
H -3.75771 2.19104 -2.85153
H -2.39181 1.05469 -2.97734
H -1.91081 -2.26709 -0.85852
H -2.91239 -2.71223 -2.24823
H -3.61716 -2.69981 -0.61765
H -4.87348 0.29575 -2.31347
H -5.00019 -1.45562 -2.46831
H -3.90283 -0.56333 -3.53286
*
```

Results
Orbital gap (alpha / beta), eV: 7.462 / 6.703
LUMO level (alpha / beta), eV: -5.634 / -5.776

These are the Löwdin partial charges, in e, on atoms 1 to 5:
1. V 0.313
2. N -0.046
3. C -0.207
4. C -0.212
5. N -0.066


Entry 3:
Density functional theory data (ωB97M-V/def2-TZVPD) for C16H30AsCl2O2PdS4SbSi3 as an isolated structure at a distorted geometry.

Geometry as ORCA input:
```
! wB97M-V def2-TZVPD RIJCOSX def2/J DEFGRID3
* xyz -2 3
Pd -0.59983 0.03251 1.95341
S -4.89060 -0.52767 3.48180
As -3.22564 -0.09167 2.11156
S -2.19433 -1.95725 1.74456
S -2.21979 1.73690 2.75116
S -4.72115 0.34153 0.57685
Cl 4.56713 1.34743 7.25075
C 3.24938 0.74398 6.26367
C 2.04002 0.40134 6.88774
C 0.99890 -0.06697 6.14261
Cl -0.49222 -0.48719 6.92274
C 1.05037 -0.23678 4.69890
O 0.06063 -0.65188 4.06907
C 2.33254 0.10750 4.12664
C 2.61127 -0.05930 2.72022
O 1.87563 -0.51967 1.86363
C 3.38915 0.59734 4.91380
H 1.93333 0.51307 7.95865
H 3.63242 0.27560 2.42591
H 4.32629 0.85066 4.42991
C 2.73593 1.02547 -0.78808
Si 1.67204 -0.37898 -1.48701
C 1.97347 -0.40643 -3.35436
C 2.30361 -2.04348 -0.85692
Sb -0.74682 -0.05341 -0.77787
Si -1.79334 -1.96348 -2.13368
C -3.65356 -2.01931 -1.95133
C -1.35505 -1.79592 -3.97515
C -1.00760 -3.53783 -1.47569
Si -1.20850 2.15125 -1.95099
C -3.04542 2.48415 -1.89174
C -0.64414 2.34178 -3.74744
C -0.32709 3.43894 -0.88106
H 3.57214 0.59582 -0.23270
H 2.16972 1.63775 -0.08502
H 3.13504 1.67343 -1.57231
H 3.04658 -0.40988 -3.56764
H 1.52725 0.45491 -3.85732
H 1.53568 -1.30675 -3.78922
H 3.31697 -1.94732 -0.46026
H 2.31484 -2.79338 -1.65360
H 1.67638 -2.41099 -0.04397
H -4.11945 -1.10376 -2.32178
H -3.94078 -2.10306 -0.90257
H -4.04781 -2.87205 -2.51572
H -1.07246 -0.77691 -4.23931
H -2.21662 -2.07755 -4.58829
H -0.52244 -2.44860 -4.24568
H -1.08679 -3.56346 -0.38820
H 0.04538 -3.61878 -1.75031
H -1.54120 -4.40498 -1.87951
H -3.59580 1.72172 -2.45127
H -3.30157 3.46524 -2.30038
H -3.40546 2.41636 -0.86213
H -0.79981 1.42473 -4.31857
H 0.41142 2.61009 -3.82231
H -1.23191 3.13388 -4.22055
H -0.54110 3.22443 0.17006
H -0.71149 4.43871 -1.10657
H 0.75626 3.44818 -1.01709
*
```

Results
Orbital gap (alpha / beta), eV: 5.456 / 5.346
LUMO level (alpha / beta), eV: 4.114 / 4.113

These are the Löwdin partial charges, in e, on atoms 1 to 5:
1. Pd 0.050
2. S -0.093
3. As -0.548
4. S -0.086
5. S -0.108


Entry 4:
Density functional theory data (ωB97M-V/def2-TZVPD) for C16H30BK2O9RbS3 as an isolated structure at a distorted geometry.

Geometry as ORCA input:
```
! wB97M-V def2-TZVPD RIJCOSX def2/J DEFGRID3
* xyz -1 2
Rb -1.42153 -1.14307 -5.06305
K -0.60839 -6.30777 0.32476
K 1.16703 -4.69236 -3.69573
B -2.87543 -0.71542 5.29603
H -3.89035 -0.95845 5.02194
H -2.27172 -0.73165 4.40188
H -2.89803 0.27163 5.73131
H -2.48180 -1.41588 6.01620
C -0.50294 -0.72548 -1.34199
C 0.10832 -1.87062 -1.65512
C 0.39853 -2.92357 -0.60926
O 0.90177 -4.11444 -0.80483
C 0.04817 -2.77425 0.69803
C -0.75123 -1.52287 1.06434
C -0.97858 -0.42869 -0.03642
O -1.58028 0.56345 0.32423
O -1.17332 -1.42197 2.18434
O 0.47041 -1.97317 -2.92072
H -0.79410 -0.06450 -2.14493
H 0.15280 -3.60032 1.38582
C -1.25350 3.73208 -7.25460
S -1.66203 2.84474 -5.62488
O -2.13340 1.49371 -6.11122
C 0.08671 2.54787 -4.96629
H -0.44549 4.43496 -7.05167
H -2.19661 4.22940 -7.48114
H -0.99665 3.16694 -8.15055
H -0.01063 2.01704 -4.01928
H 0.48611 3.51750 -4.66897
H 0.69534 1.95889 -5.65241
C 1.05514 3.08504 1.80466
S -0.01755 3.93549 3.07751
O -1.38037 3.27984 3.15881
C 1.06018 3.47237 4.51314
H 1.42187 3.82648 1.09482
H 0.41599 2.32723 1.35155
H 1.86731 2.53944 2.28508
H 1.90670 4.15814 4.47798
H 1.55265 2.50002 4.50240
H 0.49630 3.72487 5.41112
C -1.65004 3.58241 -0.87090
S -3.51683 3.43820 -0.62575
O -3.78644 2.93701 0.75918
C -3.77141 2.01473 -1.75477
H -1.07664 2.76796 -0.42820
H -1.49914 4.53174 -0.35699
H -1.33542 3.84416 -1.88114
H -4.84361 1.87538 -1.89285
H -3.46924 1.07565 -1.29117
H -3.25536 2.11467 -2.70965
O 6.02965 -3.67419 3.27820
C 5.02041 -4.04458 2.71432
O 4.32186 -3.13462 2.04793
C 3.27352 -3.76588 1.34387
C 3.20899 -5.11822 1.90100
C 4.20814 -5.22856 3.02427
H 3.60552 -3.78088 0.30577
H 2.34691 -3.19232 1.36672
H 3.57180 -5.75563 1.09467
H 2.24780 -5.56082 2.16238
H 4.79792 -6.14519 3.03197
H 3.60424 -5.02369 3.90826
*
```

Results
Orbital gap (alpha / beta), eV: 2.567 / 3.848
LUMO level (alpha / beta), eV: 0.380 / 0.777

These are the Löwdin partial charges, in e, on atoms 1 to 5:
1. Rb 0.686
2. K 0.691
3. K 0.440
4. B -0.470
5. H -0.128